Computed, not measured: a cluster of 5 separate species, C47H50ClN6O11S in total at a distorted geometry, with ωB97M-V with the def2-TZVPD basis set.

HOMO level	-10.7	eV
Kohn-Sham gap	6.569	eV
energy	-104357.5837	eV

```
! wB97M-V def2-TZVPD RIJCOSX def2/J DEFGRID3
* xyz 1 1
H -1.524 -2.661 0.531
C 2.464 -4.450 -5.080
H 3.989 -3.092 -5.867
C 0.365 3.027 -0.124
H -3.767 1.410 2.126
C 3.553 -4.073 -6.008
C -2.343 0.492 -0.716
H -4.471 3.958 2.285
H -6.090 -0.744 0.059
H 6.767 -4.068 3.697
O 4.289 0.722 -2.378
H -0.260 -3.075 3.178
H -3.244 6.800 -0.782
H -4.123 2.461 -0.253
O 3.731 -7.001 -8.002
H -7.167 -1.388 1.432
O 4.263 -3.520 4.105
H 2.916 4.948 -2.755
C 1.304 0.410 3.359
N -3.607 0.332 -0.362
O 2.086 -3.689 -4.209
C -6.592 -0.507 1.043
H 1.828 -7.600 -6.345
C 3.627 4.158 -2.959
C -3.755 5.245 0.669
H -5.460 1.306 -0.572
C -0.539 -2.119 0.655
C 2.264 -6.619 -6.205
N -9.035 -1.182 -0.863
C 2.164 0.828 2.094
C 0.121 0.433 0.420
S -7.870 0.815 0.736
H -0.507 0.470 1.361
C -9.185 -0.049 -0.141
H 2.292 0.647 -0.098
C 5.624 2.216 -3.616
O -3.081 4.380 0.130
H -4.609 8.571 0.309
C -4.532 4.965 1.895
O 7.978 0.227 3.610
C 0.182 3.426 1.377
C 7.469 -2.070 3.633
C 2.116 -4.778 -0.827
H -0.560 -1.720 1.709
C -4.550 7.563 0.700
H 4.761 -4.645 -7.651
C 4.805 4.524 -3.780
H 1.476 2.974 -0.295
C 5.707 -0.281 3.957
H -5.838 5.724 3.380
C 3.464 2.918 -2.504
C 1.851 -5.787 -5.250
H 0.583 -0.389 3.048
C -0.367 -0.881 -0.321
C 5.116 -2.660 3.992
C 0.580 -3.197 0.514
H -0.373 0.994 -2.525
C 2.791 -5.267 0.392
Cl -1.192 2.933 2.439
H 2.348 1.939 2.050
H 6.644 3.741 -4.675
N -1.697 1.740 -0.797
C -4.751 1.337 1.575
H 1.056 -6.046 -4.562
O -5.996 8.144 2.460
C 2.332 -4.715 1.662
H 0.577 -3.431 -1.731
C 0.848 -3.275 3.193
C -5.330 7.284 1.928
N -1.629 -0.667 -1.088
C 1.654 0.218 0.732
O -10.460 0.428 -0.100
H -4.003 -0.607 -0.363
C 3.355 -6.243 -7.135
C 7.127 -0.631 3.723
H 1.013 -4.129 3.896
H 0.807 1.349 3.731
H 3.725 -0.981 4.255
H 2.612 2.630 -1.904
C 3.967 -4.905 -6.963
O 2.171 -0.022 4.444
H 1.395 -2.343 3.478
C -11.148 -0.526 -0.866
H -4.742 -0.851 2.221
H 3.612 -6.020 0.361
H 0.462 -1.165 -1.033
H -12.242 -0.494 -1.043
O 4.957 5.653 -4.194
C 5.790 3.457 -4.073
H -5.970 0.200 3.007
C 4.772 -1.222 4.083
H -0.009 3.803 -0.847
C 1.037 -3.749 -0.766
H 8.511 -2.309 3.461
H 2.471 -5.244 -1.780
H 1.596 0.067 5.229
H -2.037 2.413 -0.098
C -3.820 6.615 0.116
C 6.535 -3.012 3.759
N -10.296 -1.457 -1.289
C -5.461 -0.005 2.018
C -4.508 1.448 0.009
O 0.997 4.147 1.858
H -2.219 -1.497 -1.122
H 2.819 -5.061 2.607
H 6.334 1.425 -3.820
H 5.476 0.775 4.019
C -5.263 5.911 2.481
H 1.158 0.721 -1.867
C 4.447 1.853 -2.797
C 1.245 -3.724 1.731
C -0.206 1.620 -0.560
N 0.366 1.363 -1.920
H -5.389 2.184 1.931
H 3.188 0.381 2.271
H 1.883 -0.881 0.757
*
```